C3H37NO15 | the ωB97M-V functional and the def2-TZVPD basis

Properties
Frontier orbital gap (Ha): 0.3275
HOMO (eV): -8.90
Lowest unoccupied orbital energy (eV): 0.01
Energy above the lowest of the compared OMol25 structures with the same formula, charge and spin (eV): 4.450

Each line ends with the Löwdin charge.
Positions of all 56 atoms, in Å:
C1 -0.81479 -0.04745 0.30821  -0.1477
C2 0.82635 0.19901 0.42172  -0.3434
C3 1.37499 0.69318 1.80366  -0.0085
O1 1.12623 1.31914 -0.38916  -0.1289
N1 -1.24433 -0.64381 -0.94688  0.0266
H1 -1.17858 -0.60256 1.13124  0.0752
H2 -1.05963 0.98591 0.07783  0.0891
H3 1.29009 -0.70716 0.03245  0.0972
H4 2.18734 1.34082 1.73828  0.0350
H5 0.61008 1.08392 2.34513  0.0360
H6 1.63655 -0.25413 2.28767  0.0823
H7 0.50631 1.26738 -1.25228  0.1365
H8 -2.11853 -0.18979 -1.21814  0.0583
H9 -1.38886 -1.57517 -0.97772  0.0312
H10 3.22941 -1.24059 -0.54124  0.0051
H11 4.13993 -1.50768 0.66413  0.0849
O2 3.18943 -1.40268 0.44535  -0.1086
H12 -3.96666 3.54026 -0.12093  0.0657
H13 -3.22231 2.89587 1.22231  0.0274
O3 -4.00905 2.88248 0.60699  -0.1130
H14 3.02683 3.67651 -1.49226  0.0517
H15 2.31897 4.09023 -2.72525  0.0320
O4 2.95283 3.40806 -2.46182  -0.0880
H16 0.09778 3.04063 0.89731  0.0361
H17 -0.93311 3.24484 -0.23759  0.0196
O5 -0.49560 3.72048 0.48950  -0.0742
H18 -3.30176 1.75691 3.25356  0.0819
H19 -2.54081 0.87952 2.22612  0.0348
O6 -2.65180 1.81452 2.51540  -0.0630
H20 4.03289 2.01168 1.10322  0.0383
H21 3.64791 1.56725 -0.30129  -0.0120
O7 3.63525 2.28738 0.29233  -0.0173
H22 1.42290 -4.37558 -1.25375  0.0555
H23 0.81125 -3.97245 -2.67352  0.0111
O8 0.75963 -3.85523 -1.75726  -0.0428
H24 0.16031 -4.05523 0.48322  0.0239
H25 -0.94719 -4.61622 -0.44133  0.0036
O9 -0.87350 -4.16484 0.40236  -0.1291
H26 1.70660 -3.79602 1.93324  0.0656
H27 2.31986 -2.79269 0.92389  0.0197
O10 1.82528 -3.65909 0.97871  -0.0896
H28 3.08539 0.57013 -1.66509  0.1223
H29 2.42340 -0.55016 -2.47377  0.0182
O11 3.19322 -0.47492 -1.88742  -0.0886
H30 -2.68840 -0.56974 3.83392  0.0550
H31 -3.08358 -1.97110 3.17343  0.0470
O12 -2.54245 -1.20579 3.14043  -0.0217
H32 -3.06870 -1.69480 1.48762  -0.0096
H33 -3.06228 -2.51325 0.23625  0.0247
O13 -3.36054 -1.66743 0.55608  -0.0482
H34 -3.51775 1.53583 -0.52909  0.0767
H35 -3.79079 1.97998 -2.02649  0.0157
O14 -3.17568 1.48386 -1.51636  -0.1024
H36 0.25721 -0.78294 -3.72351  0.0854
H37 -0.07316 -0.01144 -2.04879  0.0838
O15 0.60452 -0.26728 -2.90541  -0.2165

C39H87O42P3 | the ωB97M-V functional and the def2-TZVPD basis

Properties
Frontier orbital gap (Ha): 0.3910
HOMO (eV): -10.22
Lowest unoccupied orbital energy (eV): 0.42

Each line ends with the Löwdin charge.
Positions of all 171 atoms, in Å:
C1 -12.47893 21.80674 -16.74336  -0.1067
O1 -11.90494 22.58325 -15.72694  -0.2031
P1 -12.68285 23.86036 -15.10234  0.5195
O2 -13.93059 23.42019 -14.39858  -0.2276
O3 -11.64478 24.65783 -14.14465  -0.2198
C2 -10.39135 25.01822 -14.56240  -0.1325
O4 -12.88186 24.93697 -16.32501  -0.2211
C3 -13.40631 26.18841 -15.95290  -0.1255
H1 -12.99901 20.90175 -16.42933  0.0837
H2 -11.83331 21.56202 -17.58679  0.0979
H3 -13.24709 22.39108 -17.24990  0.0713
H4 -10.38430 26.10544 -14.63984  0.0972
H5 -10.03125 24.51934 -15.46215  0.0961
H6 -9.69904 24.71178 -13.77824  0.0884
H7 -13.46678 26.33901 -14.87505  0.0896
H8 -14.32550 26.46932 -16.46698  0.0951
H9 -12.67218 26.93771 -16.24906  0.0869
C4 -19.97552 25.38483 -11.32102  -0.1439
O5 -19.87150 24.31201 -10.42157  -0.2097
P2 -19.75892 22.81254 -11.08791  0.5106
O6 -21.03285 22.29327 -11.73020  -0.2484
O7 -19.30121 21.95411 -9.76709  -0.2300
C5 -20.33274 21.51002 -8.83260  -0.0818
O8 -18.38033 22.82584 -11.89651  -0.1935
C6 -17.71544 21.59114 -12.10101  -0.0779
H10 -19.96624 25.10290 -12.37389  0.0815
H11 -19.08151 25.99201 -11.17895  0.0902
H12 -20.85304 26.03018 -11.28125  0.0883
H13 -20.62983 20.46695 -8.94153  0.0701
H14 -21.28694 22.01664 -8.97726  0.0838
H15 -19.99728 21.60122 -7.79952  0.0856
H16 -16.84321 21.54041 -11.44929  0.0996
H17 -17.41453 21.52109 -13.14631  0.0734
H18 -18.35143 20.71971 -11.94537  0.0807
C7 -16.07054 15.33088 -9.38375  -0.0748
O9 -15.24536 14.45008 -8.60612  -0.2065
P3 -14.49097 15.06890 -7.32937  0.5174
O10 -13.64074 16.28611 -7.61960  -0.2563
O11 -13.63295 13.73993 -6.85023  -0.2315
C8 -14.28496 12.54732 -6.41165  -0.1124
O12 -15.61530 15.21417 -6.14689  -0.2347
C9 -15.53411 16.20833 -5.14242  -0.0905
H19 -15.82313 15.32544 -10.44529  0.0876
H20 -15.87679 16.38762 -9.19977  0.0632
H21 -17.09685 14.97074 -9.31244  0.0927
H22 -14.20440 11.72107 -7.11798  0.0877
H23 -15.33195 12.74381 -6.18075  0.0791
H24 -13.79602 12.22406 -5.49266  0.0863
H25 -16.56503 16.54610 -5.03653  0.0828
H26 -14.90766 17.07767 -5.34217  0.0763
H27 -15.17949 15.72264 -4.23332  0.0941
C10 -10.11378 23.16558 -6.62123  -0.0529
O13 -10.40756 21.88644 -6.04119  -0.0274
C11 -11.43733 21.11319 -6.58244  -0.5377
O14 -12.21361 21.46519 -7.42508  0.1206
O15 -11.39583 19.89117 -6.02040  0.0013
C12 -12.49164 18.96697 -6.16298  -0.0338
H28 -9.98075 23.27469 -7.69756  0.0831
H29 -9.21105 23.59610 -6.18783  0.0887
H30 -10.93814 23.78050 -6.26013  0.0884
H31 -12.26211 18.03471 -5.64694  0.0919
H32 -12.82560 18.63950 -7.14753  0.0660
H33 -13.36393 19.42831 -5.69998  0.0851
C13 -16.70713 22.56139 -15.77302  -0.0157
O16 -17.74432 21.57370 -15.95993  -0.0066
C14 -18.35467 21.46375 -17.09624  -0.5582
O17 -18.22298 22.14571 -18.11826  0.1036
O18 -19.16240 20.32285 -16.87130  -0.0500
C15 -20.15249 19.98756 -17.89608  -0.0389
H34 -16.22232 22.39554 -14.81096  0.0479
H35 -17.22862 23.51371 -15.86916  0.1093
H36 -15.87190 22.56240 -16.47337  0.0825
H37 -20.70978 19.10086 -17.59393  0.0856
H38 -19.66297 19.74744 -18.83992  0.0855
H39 -20.90291 20.76555 -18.03642  0.0905
C16 -15.63652 18.51206 -17.42772  0.0073
O19 -15.67238 19.93134 -17.75986  -0.0476
C17 -14.94270 20.35457 -18.83396  -0.4198
O20 -14.08880 19.62156 -19.41689  0.0538
O21 -15.16886 21.77266 -19.07302  -0.0839
C18 -14.59074 22.44982 -20.21872  -0.0436
H40 -14.69595 18.00737 -17.64843  0.0792
H41 -16.46264 18.04396 -17.96299  0.1043
H42 -15.87886 18.63908 -16.37262  0.0896
H43 -13.51010 22.31175 -20.25396  0.0819
H44 -14.67310 23.52828 -20.08370  0.0917
H45 -15.04993 22.07291 -21.13260  0.0957
C19 -13.10733 22.95173 -10.97363  -0.0854
O22 -13.83549 23.81664 -10.20798  0.0154
C20 -13.30010 24.50755 -9.17911  -0.6036
O23 -12.16237 24.72856 -8.91277  0.1484
O24 -14.32863 25.15190 -8.66290  -0.0222
C21 -14.26294 26.02418 -7.51485  -0.0154
H46 -12.44890 23.40477 -11.71480  0.0775
H47 -13.78576 22.22479 -11.42017  0.0880
H48 -12.29487 22.40931 -10.49011  0.0837
H49 -15.21441 25.92793 -6.99184  0.0903
H50 -14.03120 27.04536 -7.81750  0.0981
H51 -13.59070 25.64545 -6.74493  0.0902
C22 -17.70850 18.64052 -9.09059  -0.0124
O25 -18.48377 17.62314 -9.74807  0.0028
C23 -19.27994 16.92211 -8.98114  -0.6264
O26 -19.53658 17.09143 -7.79620  0.1092
O27 -19.73628 15.96199 -9.78705  0.0022
C24 -20.46577 14.92204 -9.14430  -0.0550
H52 -18.31739 19.31486 -8.48841  0.0781
H53 -17.28743 19.29378 -9.85482  0.0826
H54 -16.90794 18.19247 -8.50200  0.0918
H55 -19.89195 14.44899 -8.34739  0.0907
H56 -20.71387 14.22030 -9.94062  0.0959
H57 -21.37532 15.14574 -8.58684  0.0920
C25 -9.16388 22.11739 -11.45090  -0.0435
O28 -9.09591 20.90750 -12.21448  0.0165
C26 -10.29113 20.42379 -12.62752  -0.4526
O29 -11.31437 21.12837 -12.82008  0.0762
O30 -10.17187 19.06599 -12.85665  0.0003
C27 -11.19950 18.38598 -13.43723  -0.0676
H58 -9.98947 22.81081 -11.61117  0.0774
H59 -8.31235 22.73413 -11.73833  0.0902
H60 -9.04516 22.01218 -10.37251  0.0929
H61 -11.06128 17.37166 -13.06286  0.1155
H62 -11.17416 18.43044 -14.52603  0.0905
H63 -12.15169 18.77646 -13.07814  0.0784
C28 -15.62811 22.32830 -7.20552  0.0020
O31 -16.78018 21.51067 -6.97535  0.0295
C29 -16.74462 20.66299 -6.01703  -0.6399
O32 -15.95533 20.63625 -5.07336  0.0909
O33 -17.90158 20.01452 -6.03830  -0.0123
C30 -18.28161 19.26094 -4.88356  -0.0290
H64 -15.33436 22.90252 -6.32683  0.1021
H65 -15.65156 23.01116 -8.05478  0.0899
H66 -14.84738 21.59373 -7.40292  0.0825
H67 -18.98763 19.86464 -4.31330  0.0975
H68 -17.45756 18.99711 -4.22066  0.0849
H69 -18.74296 18.32452 -5.19722  0.0867
C31 -13.65439 19.23470 -10.14062  -0.0285
O34 -13.88132 19.53409 -11.49140  -0.0668
C32 -14.94123 18.89847 -12.07895  -0.5595
O35 -15.63114 18.07202 -11.50643  0.1050
O36 -15.26209 19.40601 -13.26023  -0.0117
C33 -14.61043 20.48578 -13.95627  -0.0187
H70 -12.75347 19.77231 -9.84495  0.0905
H71 -13.54132 18.15098 -10.11107  0.1061
H72 -14.46483 19.77352 -9.64974  0.1026
H73 -14.84100 21.40690 -13.42103  0.0654
H74 -15.09621 20.55242 -14.92976  0.0803
H75 -13.52281 20.44941 -14.01830  0.0802
C34 -14.90478 15.77506 -14.42217  -0.0494
O37 -14.28856 16.60258 -15.37705  -0.0429
C35 -12.97368 16.43351 -15.77712  -0.5315
O38 -12.28747 15.43046 -15.58304  0.1162
O39 -12.51454 17.57975 -16.29965  -0.0504
C36 -11.46005 17.53513 -17.28156  -0.0255
H76 -14.61438 15.98059 -13.39186  0.0980
H77 -14.64600 14.74741 -14.67722  0.0936
H78 -15.98546 15.72259 -14.55429  0.0895
H79 -11.59903 16.65369 -17.90755  0.1021
H80 -10.46148 17.41398 -16.86171  0.0905
H81 -11.34661 18.43489 -17.88626  0.0920
C37 -21.95857 19.29807 -11.26962  -0.0593
O40 -20.62398 18.84053 -11.44756  -0.0204
C38 -20.16362 18.67001 -12.72288  -0.5586
O41 -20.76906 18.92830 -13.76302  0.1010
O42 -18.92606 18.20756 -12.62879  -0.0007
C39 -18.12823 18.14004 -13.83773  -0.0077
H82 -22.55900 18.48187 -10.86788  0.0911
H83 -22.40803 19.49107 -12.24370  0.0902
H84 -22.14272 20.18130 -10.65800  0.0704
H85 -17.67337 19.12291 -13.96085  0.0801
H86 -18.65009 17.86324 -14.75378  0.0947
H87 -17.35667 17.37616 -13.74132  0.0707

C3H2FNO | the ωB97M-V functional and the def2-TZVPD basis

Properties
Frontier orbital gap (Ha): 0.3894
HOMO (eV): -9.67
Lowest unoccupied orbital energy (eV): 0.93
SMILES: Fc1ncco1
Energy above the lowest of the compared OMol25 structures with the same formula, charge and spin (eV): 0.118

Each line ends with the Löwdin charge.
Positions of all 8 atoms, in Å:
C1 -1.23389 0.05078 -0.00133  -0.4584
C2 0.82141 0.69272 0.06078  -0.1014
C3 0.78985 -0.64467 -0.00043  -0.0918
H1 1.71591 1.24167 -0.02353  0.0929
H2 1.48561 -1.47904 -0.04202  0.1252
N1 -0.52129 1.18763 -0.02420  0.1475
O1 -0.53042 -1.05982 0.01003  0.1020
F1 -2.52718 0.01073 0.02071  0.1842

C5H10O | the ωB97M-V functional and the def2-TZVPD basis

Properties
Frontier orbital gap (Ha): 0.3922
HOMO (eV): -9.68
Lowest unoccupied orbital energy (eV): 1.00
SMILES: CC[C@@]1(C)CO1
Energy above the lowest of the compared OMol25 structures with the same formula, charge and spin (eV): 2.515

Each line ends with the Löwdin charge.
Positions of all 16 atoms, in Å:
C1 -0.92418 -1.10521 -1.17206  -0.0937
C2 0.42856 -1.09118 -0.45019  -0.1698
C3 0.51117 0.10930 0.45408  -0.6175
C4 0.48904 1.48725 -0.20493  -0.0321
C5 -0.18629 0.31615 1.71381  0.0056
O1 1.38954 0.24897 1.52167  -0.0277
H1 -1.06135 -0.20957 -1.78915  0.0689
H2 -1.75225 -1.14113 -0.45292  0.0801
H3 -1.01186 -1.97472 -1.82927  0.0714
H4 1.24766 -1.03523 -1.17699  0.1165
H5 0.56338 -2.01319 0.12391  0.1200
H6 1.29995 1.54505 -0.92825  0.0901
H7 -0.48133 1.70130 -0.65421  0.0807
H8 0.67958 2.23561 0.57919  0.0944
H9 -0.28631 -0.23055 2.62848  0.1001
H10 -0.90530 1.15716 1.63683  0.1131